C32H23FeN4O2 | ωB97M-V with the def2-TZVPD basis set

highest occupied orbital energy (spin up / spin down)	-14.35 / -14.35	eV
2S+1	6
orbital gap (spin up / spin down)	0.30106 / 0.19721	Eh
<S²>	8.81
net charge	+2

XYZ file:
```
62
C32H23FeN4O2 (ωB97M-V with the def2-TZVPD basis set)
Fe -0.01188 0.01295 -0.65897
C -1.66151 3.93367 0.48447
O -2.48590 2.88610 1.10205
C -1.85361 1.75569 0.88736
N -0.69849 1.79634 0.34510
C -0.34223 3.21282 0.13834
C 0.24137 3.39215 -1.24437
C 1.20546 2.47888 -1.67261
C 1.78928 2.58336 -2.92426
C 1.42797 3.63001 -3.76339
C 0.49426 4.56107 -3.33609
C -0.09482 4.44567 -2.08037
C -2.43906 0.45066 1.24869
C -3.55206 0.20003 2.03051
C -3.85512 -1.13187 2.30467
C -3.04737 -2.14862 1.80389
C -1.97215 -1.77748 1.01385
N -1.69664 -0.51623 0.74548
C -0.98074 -2.65331 0.36408
N -0.14822 -2.15127 -0.46285
C 0.69401 -3.23468 -0.97268
C 0.28356 -4.42650 -0.07395
O -0.91609 -3.94053 0.62408
C 2.15974 -2.87564 -0.95883
C 2.62826 -1.69500 -0.39197
C 3.98236 -1.38284 -0.40172
C 4.88388 -2.26095 -0.97976
C 4.42729 -3.44476 -1.54604
C 3.07480 -3.74914 -1.53583
H -1.54665 4.73620 1.20457
H -2.20498 4.29252 -0.38609
H 0.42623 3.47821 0.86875
H 1.58643 1.72317 -0.97949
H 2.53887 1.86885 -3.23916
H 1.89444 3.73476 -4.73386
H 0.21954 5.38781 -3.97757
H -0.80743 5.19722 -1.76402
H -4.14683 1.01568 2.41772
H -4.71398 -1.37530 2.91535
H -3.23678 -3.19157 2.01731
H 0.39282 -3.42137 -2.00690
H 1.03017 -4.66190 0.68120
H 0.01497 -5.32255 -0.62198
H 1.95006 -1.03021 0.14216
H 4.33502 -0.46792 0.05627
H 5.94098 -2.03212 -0.97647
H 5.12736 -4.13117 -2.00314
H 2.72785 -4.67285 -1.98700
N -4.33118 0.55349 -9.62804
C -3.84660 0.46757 -8.58876
C -3.24381 0.37217 -7.29494
C -3.68310 1.23187 -6.26928
C -3.09415 1.16621 -5.03838
C -2.04779 0.22764 -4.80090
C -1.63369 -0.65011 -5.84404
C -2.22450 -0.57242 -7.07372
C -1.42850 0.18080 -3.56871
C -0.85798 0.13500 -2.46251
H -4.48089 1.93430 -6.46632
H -3.41159 1.81684 -4.23566
H -0.84626 -1.36548 -5.65251
H -1.91661 -1.22657 -7.87750
```


C3H8Cl2N2 | ωB97M-V with the def2-TZVPD basis set

highest occupied orbital energy	-9.68	eV
orbital gap	0.38296	Eh
net charge	0
SMILES	NC(N)(Cl)CCCl

XYZ file:
```
15
C3H8Cl2N2 (ωB97M-V with the def2-TZVPD basis set)
C -0.07022 0.87932 0.30745
C 1.02065 1.06555 1.39399
C 0.02434 -0.43992 -0.46886
N -0.23625 -1.67259 0.15068
N -0.67179 -0.30289 -1.70674
Cl 0.88311 2.84943 1.89994
Cl 1.92062 -0.53475 -1.19663
H -0.06762 1.82095 -0.35062
H -1.01843 0.98981 0.80436
H 0.96983 0.47690 2.29815
H 1.96389 0.89344 1.02552
H -0.51030 -2.37406 -0.48434
H 0.36906 -2.10001 0.80706
H -1.06406 -1.19287 -2.01279
H -0.15862 0.13609 -2.40133
```


Relative energy (zero: lowest compared OMol25 entry of this formula, charge and spin) for every record listed, in sequence, given in kcal per mole: 5.0 6.5.
E for every record listed, in sequence, given in Eh: -2865.82368 -1148.99599.
Max |F| for every record listed, in sequence, given in eV Å⁻¹: 1.125 3.625.